[1]
C10H27ClNO5V | ωB97M-V/def2-TZVPD

Properties
LUMO energy (spin up / spin down): -8.95 / -11.64 eV
Energy relative to the best compared isomer or geometry (same formula, charge and spin): 0.0000 eV
HOMO-LUMO gap (spin up / spin down): 6.221 / 3.563 eV

The geometry in ORCA input format:
```
! wB97M-V def2-TZVPD RIJCOSX def2/J DEFGRID3
* xyz 2 3
H 0.74546 -20.38647 -17.70682
H -1.43049 -20.90998 -15.88316
C 0.42606 -21.57212 -15.37519
H 0.89690 -23.58211 -13.73774
H -0.75920 -20.39012 -22.38070
H -8.56389 -24.45565 -18.69243
C -0.96749 -19.84552 -19.81279
H -6.07563 -24.33397 -18.68763
H -6.45479 -22.72819 -19.21818
H -5.91146 -19.00701 -19.84411
O -0.08810 -22.86426 -15.45102
C 0.68288 -23.86545 -14.76828
H -6.31931 -20.50869 -19.26065
O -6.09743 -22.92868 -17.20164
H 0.42136 -21.24057 -14.33685
H -0.08311 -19.29393 -20.13173
H -4.89471 -19.77654 -21.94831
H -1.68955 -19.17252 -20.27520
V -0.33966 -22.61816 -19.00053
O -1.06073 -21.13663 -20.38963
C -1.02661 -19.80634 -18.26800
H -5.15287 -23.05015 -17.32271
O -0.09548 -23.73272 -17.90769
O -4.26143 -20.07228 -19.41000
N -0.18479 -20.77549 -17.64861
C -6.57545 -23.41526 -18.38064
H -8.61854 -22.71429 -18.21103
H 1.43382 -21.52650 -15.78802
C -1.36807 -21.10335 -21.82510
H -8.31951 -24.10595 -17.17603
C -0.42259 -20.63369 -16.19286
H -0.31380 -19.59397 -15.88422
H -4.10123 -20.95642 -19.07201
H -2.05537 -20.06371 -18.01602
C -5.57396 -20.42955 -21.40031
H 1.60501 -24.08032 -15.30829
H -5.31837 -21.48829 -21.44335
C -8.07377 -23.65554 -18.13772
H 0.05876 -24.75137 -14.88539
H -0.81068 -18.81706 -17.86449
Cl -3.01356 -22.76076 -18.21563
H -1.42650 -22.10946 -22.24035
H -2.36045 -20.65251 -21.83092
H -6.58998 -20.26980 -21.76125
C -5.61485 -20.05005 -19.95454
*
```

Here are the Löwdin charges for atoms 1 to 6, given in e: number 1, H, carries 0.1448; number 2, H, carries 0.1383; number 3, C, carries -0.2331; number 4, H, carries 0.1009; number 5, H, carries 0.1164; number 6, H, carries 0.1063

=====

[2]
C10H27MgN2O3 | ωB97M-V/def2-TZVPD

Properties
LUMO energy: -2.77 eV
Energy relative to the best compared isomer or geometry (same formula, charge and spin): 0.0000 eV
HOMO-LUMO gap: 8.145 eV

The geometry in ORCA input format:
```
! wB97M-V def2-TZVPD RIJCOSX def2/J DEFGRID3
* xyz 1 1
H 0.09711 -1.65449 -3.53670
H 1.73666 -3.08185 2.55728
H -0.02621 -2.71854 -0.08102
H -2.31867 2.55492 -2.59507
H 1.23298 -0.81892 2.90505
Mg -0.25779 0.02656 -0.00230
C -1.81810 -0.20014 -2.50290
H -2.74317 0.86532 0.48308
H 4.13982 2.40331 -1.24920
C 2.10865 2.17436 -0.53265
C -0.13509 1.40426 2.84058
H 3.34863 0.92478 -1.77435
H -1.03102 2.27138 -1.40381
N -2.24292 0.21986 -0.12602
H 1.34702 -1.13079 -2.35901
H -0.34171 -1.02589 3.68817
O 1.17510 1.18240 -0.34948
C 0.68379 -3.33937 2.44486
H 0.92110 1.54282 3.07642
H -2.73151 -0.65522 0.06953
N 0.25842 -1.89557 0.44737
C 3.45822 1.60952 -0.92874
H -0.50538 2.24732 2.26693
C 0.15705 -0.93869 2.71925
C -0.09521 -2.18163 1.88864
H -3.60579 0.64515 -1.69255
H 0.72843 0.01933 -3.54822
O -0.52503 -0.44245 -1.97452
C -2.52703 0.71617 -1.52343
H -0.70255 1.30458 3.76965
C -2.10169 2.15117 -1.60826
H 0.57450 -4.21839 1.80617
H 3.92854 1.07145 -0.10293
H -1.75825 0.27990 -3.48254
H 1.27963 -1.97157 0.38870
H -2.64475 2.75831 -0.87775
H 0.29841 -3.63717 3.42202
C 0.46601 -0.83294 -2.91912
H -1.16548 -2.40338 1.90213
H -2.36426 -1.14478 -2.62121
O -0.31558 0.23123 2.04570
H 2.23438 2.78977 0.37935
H 1.78274 2.89793 -1.30909
*
```

Here are the Löwdin charges for atoms 1 to 6, given in e: number 1, H, carries 0.1048; number 2, H, carries 0.0959; number 3, H, carries 0.1204; number 4, H, carries 0.1001; number 5, H, carries 0.1482; number 6, Mg, carries 0.5405

=====

[3]
C10H27N4OP | ωB97M-V/def2-TZVPD

Properties
Structure (SMILES): [H]/N=C(/N)NCCCC[PH2](C)C.CN(C)C=O
LUMO energy: 0.65 eV
Energy relative to the best compared isomer or geometry (same formula, charge and spin): 0.6572 eV
HOMO-LUMO gap: 8.442 eV

The geometry in ORCA input format:
```
! wB97M-V def2-TZVPD RIJCOSX def2/J DEFGRID3
* xyz 0 1
C -2.26083 -0.22439 3.68364
H 2.39734 -0.74908 1.50309
H -1.56743 -0.77445 -0.27084
C 0.24199 -1.17439 -4.16508
N -3.57950 -0.35826 3.40641
H 2.92925 -1.46660 -0.92579
H 0.58446 1.18789 -3.69587
C -4.59495 -0.27278 4.43692
P -0.19861 -0.73666 -2.33474
H 0.79791 -1.69970 -1.96821
N 3.15428 2.60200 -0.01251
C 0.43627 -0.99488 0.53434
H -5.15416 -1.21052 4.47028
C 1.83536 -0.28061 0.65478
N 4.05759 0.28664 -0.28856
C -3.98493 -0.59462 2.03280
H -1.55037 -1.20984 -2.53395
H -0.68409 0.77510 -0.31052
H 3.51215 3.54257 -0.14258
C -0.55540 -0.32382 -0.49688
H 4.74174 -0.21896 -0.85119
H 1.64036 0.77619 0.94844
H 0.06742 -2.26060 -4.37554
H -0.86748 1.68924 -2.67618
O -1.36768 -0.28664 2.86272
H 1.35503 -1.00386 -4.24846
H 0.79146 1.58877 -1.96900
C 3.99011 1.66615 -0.72036
N 4.69776 2.09045 -1.70748
H -3.52222 -1.51562 1.67217
H -2.05835 -0.04842 4.75187
H 5.26211 1.33570 -2.10246
H 2.19270 2.53709 -0.33517
H -3.64388 0.23274 1.40717
H -5.27656 0.54835 4.20375
H -0.25994 -0.50920 -4.90526
H 0.52018 -2.10606 0.38033
H -0.05519 -0.88198 1.54082
C 0.08992 1.10732 -2.70087
H -5.06820 -0.67997 1.96729
C 2.74853 -0.40645 -0.61162
H -4.14234 -0.09356 5.41146
H 2.34816 0.11572 -1.51916
*
```

Here are the Löwdin charges for atoms 1 to 6, given in e: number 1, C, carries -0.3246; number 2, H, carries 0.1152; number 3, H, carries 0.0568; number 4, C, carries -0.3404; number 5, N, carries -0.1991; number 6, H, carries 0.1183

=====

[4]
C10H28ClN7O5P | ωB97M-V/def2-TZVPD

Properties
LUMO energy: 1.82 eV
HOMO-LUMO gap: 4.623 eV

The geometry in ORCA input format:
```
! wB97M-V def2-TZVPD RIJCOSX def2/J DEFGRID3
* xyz -1 1
H -4.82106 -7.47144 2.45357
H -3.53137 -8.23133 -0.71284
H 6.58478 1.56890 -1.52857
H 0.81836 2.05692 3.00075
H 3.04061 1.85186 3.57252
N 0.61731 1.25700 3.57667
C -4.59859 -6.93845 0.52001
O 4.98592 2.28885 -0.15871
N 2.80052 1.05544 4.13840
C 1.54942 0.57901 4.27030
H 4.86240 4.00638 -2.13870
P -3.32995 3.05876 -1.26883
O -5.21580 -5.88809 0.60060
H 1.51885 2.69298 -2.34864
N -4.04309 -7.36952 -0.62683
C -3.62824 -1.62515 0.06410
H -1.90146 0.96197 -2.61961
H -0.32843 0.47524 -0.76363
O 1.28172 -0.38991 4.96328
H -3.21575 5.27162 -1.46509
H 4.20439 0.38096 -0.87199
C -1.15932 1.84897 -2.43333
H -4.37239 -3.56758 0.12456
N -3.75345 -2.90908 -0.31733
H 7.09019 2.88952 -0.23479
N -4.41871 -7.75875 1.57090
H -3.18507 -3.21567 -1.09605
H -0.33775 0.93115 3.64844
N -4.40653 -1.27248 1.10310
H -5.03717 -1.90179 1.57046
H 1.73612 0.75767 -2.38033
H 6.63212 4.67919 -1.76859
C 1.43255 1.69757 -1.71423
O -2.86987 -0.84348 -0.48776
C 6.20750 2.53545 -0.94933
C -0.11299 1.56471 -1.16157
H 2.30166 2.78603 0.16886
N -1.81699 3.19151 -2.20253
H 3.95374 1.81267 -2.08350
H -0.32697 2.40091 -0.36197
H -4.34285 -0.31443 1.42189
Cl -3.02436 2.07555 0.61690
C 2.43464 1.74240 -0.38399
H 2.12910 0.82671 0.31117
H -3.91361 -8.62757 1.52418
O -3.74945 4.71842 -0.79308
H -4.15512 -6.78143 -1.44234
C 3.97438 1.54574 -0.92861
H -0.45048 1.93277 -3.38697
C 6.00281 3.73879 -2.09202
H 3.53246 0.57377 4.64417
H 6.35532 3.35080 -3.14308
*
```

Here are the Löwdin charges for atoms 1 to 6, given in e: number 1, H, carries 0.1133; number 2, H, carries 0.0969; number 3, H, carries 0.1192; number 4, H, carries 0.0972; number 5, H, carries 0.0954; number 6, N, carries 0.1635

=====

[5]
C10H28CrO8 | ωB97M-V/def2-TZVPD

Properties
LUMO energy (spin up / spin down): 0.20 / 0.20 eV
Energy relative to the best compared isomer or geometry (same formula, charge and spin): 1.5969 eV
HOMO-LUMO gap (spin up / spin down): 6.740 / 7.397 eV

The geometry in ORCA input format:
```
! wB97M-V def2-TZVPD RIJCOSX def2/J DEFGRID3
* xyz 0 5
O -30.52208 20.48214 3.52781
H -28.48951 22.40143 3.86539
H -25.87727 18.01396 0.79534
H -31.75131 21.09143 -3.82796
H -34.43430 21.71653 1.49292
C -33.13998 16.07425 2.09799
C -26.33679 19.77974 1.41726
H -30.62110 22.49497 0.32214
H -32.37247 17.84973 -1.44754
C -32.05811 18.89281 -1.48299
H -27.73635 21.23727 1.85434
O -25.95828 18.88190 0.39320
O -33.21277 20.18915 1.89115
H -33.76486 15.52133 2.79936
H -32.36020 17.33953 3.59344
H -26.60483 19.21146 2.30795
H -31.44973 21.99341 4.67872
H -32.86106 21.61995 -0.30482
H -33.72769 19.90784 2.65096
O -30.90398 19.07024 -0.61552
C -27.60648 20.52785 1.03706
Cr -31.03427 19.64119 1.62291
H -32.74675 23.14039 0.41929
C -29.52121 22.75232 3.88922
C -31.70134 19.38473 -2.87834
H -32.50851 19.10059 -3.55350
H -33.18180 21.99825 2.73984
O -31.57735 20.76969 -2.94036
H -29.86329 23.29537 3.00821
H -28.45651 19.12054 0.17907
H -32.82544 19.46465 -0.96115
H -30.72320 18.97679 -3.13312
H -32.96580 15.31698 1.33359
C -32.49257 22.09658 0.60355
H -25.56774 20.43405 1.82779
H -29.39187 23.45051 4.71620
H -27.51689 21.01485 0.06602
O -28.68988 19.64648 0.94751
C -31.93030 16.75285 2.78160
H -30.19770 21.18937 5.30239
C -33.38975 21.56146 1.76306
C -30.48876 21.60737 4.33871
H -33.74615 16.91019 1.74892
O -31.12490 21.72194 0.58712
H -31.31947 16.04746 3.34499
H -30.16109 18.59376 -0.99326
O -31.13429 17.52799 1.92134
*
```

Here are the Löwdin charges for atoms 1 to 6, given in e: number 1, O, carries -0.3636; number 2, H, carries 0.0511; number 3, H, carries 0.0912; number 4, H, carries 0.0908; number 5, H, carries 0.1268; number 6, C, carries -0.1064

=====

[6]
C10H28F2HgNO10S2 | ωB97M-V/def2-TZVPD

Properties
LUMO energy: 2.19 eV
Energy relative to the best compared isomer or geometry (same formula, charge and spin): 0.0000 eV
HOMO-LUMO gap: 4.396 eV

The geometry in ORCA input format:
```
! wB97M-V def2-TZVPD RIJCOSX def2/J DEFGRID3
* xyz -1 1
C 3.66160 0.61295 1.03809
H 1.10404 4.58050 -2.01533
C 0.55102 -3.22503 3.58621
H 3.36516 0.93584 0.03792
C -1.82720 0.91195 2.41482
H -3.00723 -1.29701 -0.90663
H -3.48999 0.62844 -2.41619
H -0.19823 -1.25033 3.06282
C 2.48826 -0.11930 1.66304
H 1.35898 3.05610 -2.85510
H 3.99661 1.50226 1.57595
H 0.18199 3.63191 -0.18053
S 2.04794 -0.69779 -2.66620
H 2.37414 -1.05172 1.11002
Hg -0.36401 -0.26711 -0.05677
H 0.24197 -3.28174 4.63221
C -2.92399 -0.28336 -2.63197
C -3.01757 1.75789 2.89200
H -3.11740 2.64490 2.20226
O 3.34264 -1.23937 -2.43163
F -0.66196 -2.92130 -1.49389
O 1.54442 -3.61903 -1.22769
H -2.65307 2.25105 3.83535
H -1.28619 -0.81082 -3.97619
H -1.39282 0.33791 3.25836
F 2.15776 0.82603 -2.14954
O 0.04180 -2.36964 1.38930
O 1.58066 -0.40994 -3.97888
O -2.37200 -0.79897 -1.42853
H -3.59877 -1.02437 -3.07042
H 1.59382 -2.90016 3.61767
C -0.32589 -2.28815 2.76935
O -1.99811 0.11579 1.27729
H -1.37733 -2.54964 2.89926
C 0.67101 3.59803 -2.20795
H -2.27170 0.60313 -4.46805
H -0.28528 3.76487 -2.70703
C -1.83620 0.06098 -3.62628
H 1.22875 2.27598 -0.50738
H 1.24025 1.25272 2.21103
H -1.14614 0.77396 -3.17089
H 4.54163 -0.00501 0.84614
H 2.60735 -0.34675 2.72230
O -0.77070 2.00175 -0.95861
H 0.53703 -4.24276 3.18789
O 1.28857 0.66297 1.45185
S 0.80685 -2.72608 -2.05285
H 0.09163 -3.29615 1.13173
C 0.39831 2.84370 -0.91251
N 0.91732 -1.11499 -1.61749
O 0.68419 -2.98820 -3.43985
H -1.01873 1.66211 2.23783
O -4.22401 1.18203 3.00452
H -1.48117 2.64895 -0.90084
*
```

Here are the Löwdin charges for atoms 1 to 6, given in e: number 1, C, carries -0.0763; number 2, H, carries 0.0704; number 3, C, carries -0.0810; number 4, H, carries 0.0557; number 5, C, carries -0.4054; number 6, H, carries 0.1016

=====

[7]
C10H28O4P2Rh | ωB97M-V/def2-TZVPD

Properties
LUMO energy (spin up / spin down): -2.10 / -5.69 eV
HOMO-LUMO gap (spin up / spin down): 6.228 / 7.927 eV

The geometry in ORCA input format:
```
! wB97M-V def2-TZVPD RIJCOSX def2/J DEFGRID3
* xyz 1 5
H 0.58033 1.84156 5.04796
C -0.87363 -1.41763 3.74711
H -1.72828 0.47901 -1.69195
C -3.77096 2.52858 3.00766
H -0.60013 -2.16402 -2.79272
C 2.23240 -2.43758 -1.40214
H 1.04260 4.23725 4.21681
O 1.31760 3.11457 -0.47596
H 2.07996 -0.52758 0.84803
H -4.83573 2.46058 2.77357
H -0.55656 -0.83402 4.62972
H 1.14329 -1.63185 2.99327
H -3.56636 3.57818 3.20828
H -0.43573 -0.54895 -3.50183
H 0.31475 -1.33791 -0.44623
C 0.44520 3.50763 3.66584
H -3.58661 1.93492 3.90228
O -1.38135 -0.45502 2.74352
H -3.27959 0.96601 1.59351
C 0.26019 -2.25109 3.20170
C 0.12806 -1.41614 -3.13539
C 2.52086 0.14759 -2.52449
H 2.73075 -2.79397 -2.31288
O -1.52062 1.99498 2.10834
H -0.58692 3.64590 3.98098
C -2.98225 1.99298 1.83449
C 1.17988 2.00407 -0.22787
P 1.27490 -0.94542 -1.79333
H 0.54252 -3.01552 3.94088
H 2.05905 2.14772 4.11576
H 1.56545 -3.21266 -1.00388
H 0.56056 3.71259 2.60029
O 0.62360 1.04772 3.20244
H -2.07361 0.68578 -1.02425
H 2.06319 1.06933 -2.90881
P -0.49911 0.74903 2.12003
C 0.95797 2.14725 4.06182
H 3.25328 0.40710 -1.74949
H 0.70047 -1.84754 -3.97007
H -1.71260 -2.03548 4.03028
H -0.06057 -2.75944 2.28055
H 2.95957 -2.17059 -0.62839
Rh 0.84372 0.23290 0.23727
H -3.12089 2.62486 0.94577
H 3.01988 -0.39072 -3.34471
*
```

Here are the Löwdin charges for atoms 1 to 6, given in e: number 1, H, carries 0.1298; number 2, C, carries -0.2266; number 3, H, carries 0.0359; number 4, C, carries -0.0651; number 5, H, carries 0.0546; number 6, C, carries -0.2622

=====

[8]
C10H29BMn2O5 | ωB97M-V/def2-TZVPD

Properties
LUMO energy (spin up / spin down): -9.02 / -9.44 eV
Energy relative to the best compared isomer or geometry (same formula, charge and spin): 2.4647 eV
HOMO-LUMO gap (spin up / spin down): 7.028 / 6.810 eV

The geometry in ORCA input format:
```
! wB97M-V def2-TZVPD RIJCOSX def2/J DEFGRID3
* xyz 2 11
H 21.74430 -40.37899 -6.94396
H 18.27514 -39.04776 -5.64468
C 13.78200 -43.42093 -6.98398
H 12.09045 -40.40027 -5.11167
C 20.55635 -41.46893 -5.49494
H 17.33586 -38.68847 -4.37549
C 19.28571 -42.02449 -3.60292
H 13.15426 -39.80446 -2.81521
O 19.25698 -41.60686 -4.95676
H 13.87985 -38.45500 -3.52444
O 13.90844 -42.28791 -6.06192
B 16.15353 -41.49295 -8.78869
C 19.56697 -39.09463 -8.15651
H 14.08785 -40.67277 -7.34544
H 14.34118 -43.37981 -7.91871
H 14.89913 -39.63255 -2.84958
C 13.33574 -41.06201 -6.65921
H 16.64880 -38.22627 -7.28235
C 16.48030 -37.87726 -6.26357
H 17.01190 -40.84682 -8.68895
Mn 15.54376 -42.01277 -4.75961
Mn 17.75529 -41.63220 -6.96439
C 20.75788 -40.34687 -6.48132
H 17.05790 -36.96364 -6.12297
H 12.38628 -41.28909 -7.14405
C 13.03415 -40.07796 -5.55172
H 20.47849 -38.91181 -8.72554
H 15.45226 -41.20117 -9.55506
O 13.98832 -40.34046 -4.56942
C 17.21112 -38.97285 -5.42032
H 12.90950 -39.07691 -5.96459
H 14.03482 -44.37605 -6.52361
H 15.77539 -41.66759 -7.79332
O 19.66028 -40.39237 -7.42370
C 13.99654 -39.53638 -3.45303
H 12.82511 -43.78156 -7.36132
H 21.08478 -42.37738 -5.78406
H 16.63715 -42.41171 -9.08234
H 21.14926 -41.11007 -4.65365
H 18.32304 -42.48373 -3.37832
H 20.75541 -39.41512 -5.91569
H 20.03635 -42.79587 -3.43078
H 15.41915 -37.70550 -6.08316
H 19.37782 -41.16636 -2.93717
O 16.76908 -40.30400 -5.64154
H 19.42008 -38.27721 -7.45057
H 18.58547 -39.11660 -8.63009
*
```

Here are the Löwdin charges for atoms 1 to 6, given in e: number 1, H, carries 0.1518; number 2, H, carries 0.0748; number 3, C, carries -0.0456; number 4, H, carries 0.1472; number 5, C, carries -0.1938; number 6, H, carries 0.1120